(1)
17 unconnected molecules or ions with the total composition H33O17. Source: the Open Molecules 2025 dataset; level of theory: ωB97M-V/def2-TZVPD.

Each line ends with the Mulliken charge.
Positions of all 50 atoms, in Å:
O 2.4406 -1.3707 2.0122  -0.5142
H 2.0462 -0.9163 1.2474  0.2153
H 2.7696 -2.2395 1.7234  0.2660
O 1.4488 -5.8396 -0.3989  -0.6325
H 0.6486 -5.3574 -0.1678  0.3183
H 2.1488 -5.1872 -0.3072  0.3120
O -0.1928 -3.0951 -2.0541  -0.5932
H -0.4453 -2.1788 -2.3127  0.2667
H -0.9520 -3.6707 -2.1474  0.2538
O -1.2610 2.1397 -0.5319  -0.6334
H -0.5518 1.6328 -0.9414  0.2117
H -1.3908 1.7967 0.3591  0.3250
O -2.4599 5.1023 1.5744  -0.6445
H -0.9795 2.1430 -3.6121  0.2966
O -2.3065 1.0381 6.0246  -0.6443
H -2.0835 -0.5657 0.6402  0.3433
H -1.3841 0.9072 6.2351  0.3130
O 3.3047 -1.1672 -0.7494  -0.5940
H -2.4770 -2.1971 -1.2626  0.2519
H 3.6371 -0.5549 -1.4261  0.3197
O -4.9202 3.4104 -0.0614  -0.6362
H -4.9393 2.4730 -0.2791  0.3134
H -3.2549 5.1178 0.9757  0.3205
O -1.8156 -1.8106 -0.6864  -0.6823
H 2.4141 -1.2037 -1.1270  0.2075
H -0.4566 0.8130 -3.0196  0.3823
O 0.0199 -0.4415 -2.0371  -0.8486
H 0.7975 -0.8649 -2.4198  0.1129
H -1.1753 -1.3104 -1.2282  0.5513
O -0.2146 -2.2443 1.4702  -0.5725
H 0.4417 -2.6146 0.8696  0.1719
H 0.6489 -0.0709 -0.8090  0.2461
O -0.6900 1.2619 -3.8763  -0.6505
H 4.6024 1.8463 -0.0301  0.3356
H 2.3626 1.8239 -4.9504  0.3048
O 1.3548 0.2990 -0.0520  -0.5538
H 0.9110 0.8644 0.5856  0.2218
H -1.8199 5.2349 0.8568  0.3167
O 1.7058 -0.9309 4.4755  -0.5339
H 1.5890 -0.8670 5.4630  0.2595
H 2.6544 -1.1574 4.5379  0.2826
O -2.6240 -0.2466 1.3965  -0.6721
H -2.3405 -0.8549 2.0896  0.3067
H -4.6432 3.4419 0.8626  0.3257
O 1.8866 1.7616 -5.7939  -0.6686
H 0.3829 -1.6704 2.0104  0.4017
H 1.0742 1.3872 -5.4013  0.3545
O 4.2208 2.2643 -0.8118  -0.6769
H 3.4210 1.7197 -0.8832  0.3115
H -2.5024 1.3076 5.1275  0.3312

Output
Max |F|: 2.86 eV/A
Relative energy (zero: lowest compared OMol25 entry of this formula, charge and spin): 256.6 kJ/mol
Total charge: -1
E_LUMO: 2.3 eV
Gap between HOMO and LUMO: 9.66 eV

(2)
17 unconnected molecules or ions with the total composition H33O17. Source: the Open Molecules 2025 dataset; level of theory: ωB97M-V/def2-TZVPD.

Each line ends with the Mulliken spin population.
Positions of all 50 atoms, in Å:
O 3.3313 0.6838 1.1873  0.0002
H 3.5559 -0.2278 1.2181  0.0000
H 2.3980 0.6481 1.2248  -0.0001
O -1.4328 -2.5247 -0.9041  0.0328
H -0.8335 -1.7653 -1.1668  0.0023
H -1.0805 -3.4199 -0.8870  -0.0017
O 0.3015 0.7645 -3.3357  0.0377
H -0.1507 -0.0215 -3.0529  -0.0118
H 0.4235 1.2917 -2.5562  -0.0023
O 0.9672 -1.7542 -4.4895  -0.0002
H 0.5642 -0.9461 -4.8125  -0.0004
H 1.2785 -1.6034 -3.5908  0.0000
O -4.9237 -2.2219 -0.2613  0.0011
H -4.1512 -1.7334 0.0581  -0.0025
O -1.8968 -3.4101 1.6782  -0.0005
H 4.3107 3.9432 1.7396  0.0000
H -1.3371 -2.7770 2.1494  -0.0001
O 2.2225 -2.0288 0.0148  -0.0004
H 1.7387 -1.7054 -0.7345  -0.0007
H 1.9795 -2.9391 0.1930  0.0001
O 4.7917 1.1726 -0.8473  0.0000
H 3.8574 0.9521 -0.9808  -0.0001
H -4.5522 -2.3352 -1.1528  -0.0003
O -0.2897 1.3716 2.0975  -0.0004
H 0.0125 1.0833 1.2296  -0.0026
H -0.9680 2.0564 1.9812  -0.0001
O -0.5096 4.6282 -4.1704  0.0000
H -1.3372 4.4270 -4.6136  0.0000
H -0.0285 3.8152 -4.0035  0.0000
O -0.3554 -0.3535 -0.9796  0.9478
H -1.0757 0.2719 -0.9085  -0.0252
H -2.4683 -0.8955 1.3569  -0.0016
O -2.5079 1.7885 4.5586  0.0000
H -2.6258 1.6609 3.6286  0.0000
H -2.1350 1.1189 5.1346  0.0000
O -2.6789 -0.7224 0.4448  0.0328
H -2.6627 -1.5331 -0.1118  -0.0031
H -2.2471 -3.1206 0.8554  -0.0009
O 1.0742 -4.5165 -3.3958  0.0000
H 1.1197 -4.8962 -2.4856  0.0000
H 0.4897 -3.7773 -3.3500  0.0001
O 4.4785 3.7568 0.8606  0.0000
H 3.9812 3.2532 0.2425  0.0000
H 4.5894 1.4181 0.0716  0.0000
O -3.4392 3.1949 1.8752  0.0000
H -2.9582 3.6416 1.1703  0.0000
H -3.6085 3.8588 2.5435  0.0000
O 1.5470 0.0145 5.4642  0.0000
H 1.7339 0.9119 5.1629  0.0000
H 1.5073 -0.4987 4.6499  0.0000

Output
Max |F|: 3.94 eV/A
<S²>: 0.754
Relative energy (zero: lowest compared OMol25 entry of this formula, charge and spin): 105.5 kJ/mol
Spin multiplicity: 2
E_LUMO (spin up / spin down): -1.2 / -5.0 eV
Gap between HOMO and LUMO (spin up / spin down): 9.95 / 6.12 eV

(3)
17 unconnected molecules or ions with the total composition H34O17. Source: the Open Molecules 2025 dataset; level of theory: ωB97M-V/def2-TZVPD.

Each line ends with the Mulliken charge.
Positions of all 51 atoms, in Å:
O -1.8394 1.1982 2.2558  -0.5522
H -2.7984 1.1972 2.0628  0.3574
H -1.6574 0.3132 2.5958  0.2447
O 2.0586 0.1952 1.2108  -0.6656
H 2.1186 -0.6758 0.7548  0.2229
H 2.4706 -0.0538 2.0428  0.2964
O -0.9774 -2.7368 0.6128  -0.9169
H -0.3814 -3.3138 1.0318  0.4267
H -0.5344 -1.8788 0.6528  0.2019
O -1.9204 3.0342 0.1208  -0.8304
H -1.1294 2.7012 0.4868  0.4389
H -2.4584 2.2082 0.1148  0.3016
O 2.9666 1.7202 -0.9262  -0.7786
H 2.5096 2.5142 -1.0762  0.2431
H 2.7466 1.2662 -0.1022  0.4699
O 1.4416 -0.2208 -2.2252  -0.6306
H 1.9286 -0.8948 -2.6792  0.2687
H 2.1386 0.3932 -2.0262  0.2531
O 1.1226 1.8642 3.4038  -0.6718
H 0.9176 1.0132 3.0408  0.1617
H 2.0796 1.7772 3.4158  0.4203
O -0.1694 -0.9218 3.0248  -0.6914
H 0.5876 -1.4138 3.1998  0.2442
H -0.3834 -0.3428 3.7788  0.2756
O 2.2296 -2.1658 0.0948  -0.6884
H 1.8726 -2.8418 0.6528  0.2756
H 3.1776 -2.3328 0.0618  0.2603
O -1.4554 -1.5748 -2.4492  -0.6927
H -2.3924 -1.7758 -2.3542  0.2839
H -0.8684 -2.1178 -1.9332  0.2692
O -0.3534 2.3352 -2.0502  -0.5669
H 0.4966 2.5172 -1.7142  0.1899
H -0.9064 2.6422 -1.3932  0.4181
O -3.4324 -1.6538 0.7728  -0.5980
H -2.5564 -1.9778 0.6958  0.2928
H -3.4194 -1.1528 1.5198  0.2573
O -2.7654 0.4942 -1.0692  -0.6860
H -1.9294 0.1542 -0.8302  0.2132
H -2.6944 0.6992 -2.0192  0.3301
O 0.4666 -3.4098 -1.4702  -0.8015
H -0.0264 -3.1228 -0.6352  0.3167
H 1.3066 -3.0368 -1.2842  0.3926
O -0.2974 -0.2618 -0.0642  1.9376
H 0.2316 0.2632 0.5268  -0.1976
H 0.2336 -0.2878 -0.8622  -0.2243
O 0.0376 0.4872 -4.3242  -0.6877
H -0.5334 -0.2328 -4.4602  0.3107
H 0.2946 0.3472 -3.4022  0.3701
O 0.6496 2.8512 0.7738  -0.6192
H 1.0276 3.7242 0.7798  0.2323
H 0.7696 2.4872 1.6638  0.3226

Output
Max |F|: 3.91 eV/A
Relative energy (zero: lowest compared OMol25 entry of this formula, charge and spin): 294.5 kJ/mol
E_LUMO: -1.5 eV
Gap between HOMO and LUMO: 8.02 eV

(4)
17 unconnected molecules or ions with the total composition H34O17. Source: the Open Molecules 2025 dataset; level of theory: ωB97M-V/def2-TZVPD.

Each line ends with the Mulliken charge.
Positions of all 51 atoms, in Å:
O -1.6753 1.4279 -2.3837  -0.6370
H -1.2936 2.3141 -2.4434  0.2984
H -1.0960 0.8919 -2.8938  0.1624
O 1.4298 2.7014 -2.0111  -0.7079
H 0.9827 2.9895 -1.2006  0.4552
H 2.3297 2.5401 -1.7371  0.2520
O 3.1291 -0.3119 -2.1346  -0.5874
H 3.3960 -1.1684 -1.9628  0.2131
H 3.8624 0.1684 -1.7392  0.2762
O -0.9354 -1.9215 1.5191  -0.7668
H -0.3392 -2.6734 1.5766  0.3122
H -1.8553 -2.1847 1.5363  0.2893
O 0.2897 0.4043 0.0241  2.2819
H -0.4861 -0.1395 0.3737  -0.3703
H 0.5222 0.0788 -0.8363  -0.3370
O 2.7037 1.9977 0.3360  -0.6753
H 2.0985 1.3053 0.5241  0.1081
H 3.3378 1.9460 1.0226  0.3094
O -2.1803 0.7144 2.3537  -0.6072
H -2.4211 0.7998 1.4168  0.2895
H -2.6465 -0.0712 2.5039  0.3198
O 1.9775 -2.5171 -0.6842  -0.7160
H 2.1764 -2.1602 0.1740  0.3350
H 2.7463 -2.9476 -0.9760  0.3144
O 0.2658 -0.4232 3.5661  -0.7891
H 0.4445 0.4680 3.4100  0.4574
H -0.4285 -0.7174 2.9746  0.3206
O -2.9490 0.9485 -0.1974  -0.6853
H -3.8471 0.7401 -0.3527  0.2923
H -2.5284 1.1979 -1.1092  0.2967
O 0.9430 2.0245 2.6282  -0.7042
H 0.3457 2.1219 1.8624  0.2476
H 1.7511 2.4707 2.5293  0.2793
O -3.4654 -1.7001 0.7741  -0.6961
H -2.9949 -1.2010 0.0386  0.4134
H -4.1754 -1.1135 1.0524  0.3391
O 2.3377 -1.0698 1.7213  -0.7859
H 2.7348 -0.3258 2.1143  0.2908
H 1.5136 -1.0725 2.1537  0.2823
O -0.5870 -3.6729 -0.4371  -0.6805
H -1.0535 -2.8812 -0.3560  0.3838
H 0.3127 -3.3645 -0.3952  0.3897
O -1.8801 -1.4940 -1.4693  -0.7112
H -2.4085 -0.9111 -2.0736  0.2880
H -0.9969 -1.3648 -1.7590  0.2187
O -0.2620 3.1238 0.0723  -0.7033
H -0.2792 2.1377 -0.0744  0.1809
H -1.0927 3.3844 -0.3489  0.3786
O 0.5211 -0.6796 -2.6206  -0.6283
H 1.4916 -0.5062 -2.6007  0.1998
H 0.2343 -0.3040 -3.4610  0.3130

Output
Max |F|: 3.20 eV/A
Relative energy (zero: lowest compared OMol25 entry of this formula, charge and spin): 157.8 kJ/mol
E_LUMO: -0.3 eV
Gap between HOMO and LUMO: 9.95 eV

(5)
17 unconnected molecules or ions with the total composition H35O17. Source: the Open Molecules 2025 dataset; level of theory: ωB97M-V/def2-TZVPD.

Each line ends with the Mulliken charge.
Positions of all 52 atoms, in Å:
O -1.9639 0.7055 -1.8888  -0.5137
H -3.2273 -1.3466 -2.8930  0.2997
H -1.8442 -2.1577 -3.1664  0.2630
O -2.6301 -2.0285 -2.6381  -0.5526
H -2.7601 3.7264 -0.5707  0.2486
H -0.9987 0.8761 2.1357  0.2556
O 0.9868 1.9379 0.6862  -0.4055
H 0.1231 1.9101 1.3363  0.4864
H 1.7129 2.5109 1.0580  0.5472
O 3.2655 3.2747 1.2619  -0.6373
H 3.5284 3.4757 2.1701  0.3185
H -0.2620 5.4655 -0.7247  0.2985
O -1.9903 -0.9879 3.1882  -0.5880
H 1.6499 -5.3008 -0.4256  0.2982
O 0.3841 -2.6316 -2.0899  -0.5623
H 0.6419 -2.3219 -1.2152  0.3397
H 2.5944 -2.0171 -4.0118  0.3138
O -2.5628 2.6868 4.2047  -0.6079
H 0.5390 -0.0393 -4.6757  0.2744
H 1.7004 -1.5320 4.5447  0.2823
O -0.4642 4.5627 -0.9659  -0.5801
H -1.4620 1.5142 -1.8484  0.2330
H 2.4145 -3.0535 0.7997  0.2941
O -2.6841 3.1962 0.2081  -0.6195
H -1.7928 1.6768 1.0882  0.5136
H -2.1425 3.4924 0.9375  0.3452
O 2.8124 -1.2565 -4.5320  -0.5961
H -2.2910 2.0873 4.9109  0.3120
H 3.7332 -1.0813 -4.3341  0.3049
O 1.1753 -5.1402 0.3331  -0.6112
H 0.7468 -1.5220 0.8344  0.3027
H -1.2695 -1.6187 3.1123  0.2823
O 1.5456 -1.5643 3.6096  -0.5834
H 1.3596 1.0246 0.8493  0.4229
H 1.9158 -0.9378 2.9963  0.3175
O 1.0174 -0.6806 0.4962  -0.7097
H -1.3211 0.0234 -1.6644  0.2511
H 1.8603 -0.7490 0.0123  0.2801
O 2.7498 -2.3658 0.1984  -0.5724
H -2.4899 2.1043 3.4487  0.3234
H 0.7193 -1.8996 -2.6211  0.2540
O -2.4884 -2.5049 0.2984  -0.5956
H -2.8262 -1.4628 3.1643  0.3058
H -2.1737 -1.6842 -0.1104  0.2906
O -1.1704 1.7948 1.8448  -0.7535
H 3.5102 -2.8604 -0.1429  0.2627
H 3.5443 4.0607 0.7847  0.3118
O 0.0549 0.5775 -4.1063  -0.5480
H 0.6387 1.3074 -4.3749  0.2960
H -1.1479 4.4227 -1.6164  0.2910
H 0.2384 -5.0697 0.4422  0.3175
H -3.2002 -2.5998 -0.3389  0.2986

Output
Max |F|: 4.54 eV/A
Relative energy (zero: lowest compared OMol25 entry of this formula, charge and spin): 380.0 kJ/mol
Total charge: +1
E_LUMO: -3.1 eV
Gap between HOMO and LUMO: 10.21 eV